<A>
The ion C6H13N4S with charge +1, computed with the ωB97M-V functional and the def2-TZVPD basis.

CARTESIAN COORDINATES (ANGSTROEM)
C: -0.149 1.752 -0.190
C: 1.826 0.274 -0.105
C: 1.170 1.443 -0.792
C: -0.439 -0.763 -0.079
C: -0.739 -1.454 -1.400
C: 1.550 -1.977 0.855
N: -0.455 2.921 0.267
N: -1.039 0.656 -0.004
N: 0.958 -0.769 0.225
N: -2.151 0.919 0.875
S: 3.413 0.267 0.286
H: 1.104 1.529 -1.833
H: 1.859 2.271 -0.499
H: -1.028 -1.340 0.682
H: -0.524 -0.860 -2.292
H: -1.720 -1.694 -1.466
H: -0.155 -2.346 -1.627
H: 2.144 -1.681 1.690
H: 0.629 -2.446 1.232
H: 2.137 -2.458 0.177
H: -1.417 3.066 0.498
H: -1.752 1.704 1.557
H: -2.182 0.013 1.573
H: -3.042 0.974 0.367

LUMO level: -0.15652 Eh
SMILES: [H]/N=C1/CC(=S)N(C)[C@H](C)N1[NH3+]
2S+1: 1
charge: +1
orbital gap: 7.47 eV

<B>
The ion C6H13N4S with charge +1, computed with the ωB97M-V functional and the def2-TZVPD basis.

CARTESIAN COORDINATES (ANGSTROEM)
C: 0.997 0.524 -1.404
C: -1.418 0.035 -0.491
C: -0.264 1.122 -0.862
C: -0.636 -0.306 1.807
C: -0.882 -0.506 3.119
C: -2.782 -1.123 1.156
N: 0.981 -0.217 -2.516
N: 1.978 0.984 -0.650
N: -1.620 -0.329 0.756
N: 3.426 0.785 -1.080
S: -2.350 -0.480 -1.770
H: 0.111 1.498 0.111
H: -0.617 1.976 -1.562
H: 0.285 0.029 1.475
H: -1.836 -0.802 3.573
H: 0.098 -0.432 -2.961
H: -0.063 -0.238 3.814
H: -3.595 -0.398 1.289
H: -2.908 -1.948 0.342
H: -2.527 -1.690 2.021
H: 1.948 -0.601 -2.814
H: 3.905 -0.166 -0.714
H: 4.061 1.487 -0.638
H: 3.706 0.796 -2.002

LUMO level: -0.14323 Eh
SMILES: C=CN(C)C(=S)C/C(N)=N/[NH3+]
2S+1: 1
charge: +1
orbital gap: 7.48 eV

Most stable structure: <B>